This record from OMol25 describes one molecule with the formula C6H12O. The level of theory is ωB97M-V with the def2-TZVPD basis set.

Computed properties:
highest occupied orbital energy	-9.17	eV
total charge	0
SMILES string	C[C@@H]1C[C@@H]1[C@@H](C)O
maximum force	2.92	eV Å⁻¹
energy relative to the best compared isomer or geometry (same formula, charge and spin)	63.7	kcal/mol

Each line ends with the natural charge from an NBO analysis.
Positions of all 19 atoms, in Å:
1 C 0.184 -0.310 -2.166  -0.606
2 C 0.460 -1.135 -0.923  -0.216
3 C -0.664 -1.827 -0.219  -0.412
4 C 0.052 -0.680 0.482  -0.275
5 C -0.485 0.758 0.731  0.086
6 C -0.031 1.549 2.122  -0.612
7 O 0.256 1.717 -0.025  -0.726
8 H -0.716 0.300 -2.049  0.214
9 H 0.040 -0.959 -3.039  0.206
10 H 1.010 0.373 -2.390  0.214
11 H 1.398 -1.691 -0.970  0.209
12 H -1.668 -1.667 -0.609  0.212
13 H -0.498 -2.844 0.142  0.217
14 H 0.730 -1.021 1.260  0.212
15 H -1.494 0.766 0.227  0.193
16 H 0.252 0.813 2.861  0.192
17 H -0.837 2.210 2.441  0.220
18 H 0.857 2.259 2.078  0.218
19 H 1.154 1.388 0.046  0.454